Molecular formula: C19H19Br3F6O18
Method: DFT, ωB97M-V/def2-TZVPD

## Properties
Orbital gap (alpha / beta)   3.7 / 8.3 eV
⟨S²⟩   0.7542
Highest occupied orbital energy (alpha / beta)   -1.787 / -6.399 eV
Total charge   -1
Maximum force   6.13 eV/A
LUMO (alpha / beta)   1.95 / 1.87 eV
2S+1   2

Cartesian coordinates (Å):
C1 -4.3780 0.6954 -2.2567
C2 -3.9786 -0.6502 -2.3100
O1 -4.3453 -1.2281 -3.5282
C3 -4.6719 -0.2555 -4.2775
O2 -4.8871 -0.3111 -5.4876
O3 -4.5228 0.9654 -3.5854
F1 -4.4013 -1.4158 -1.2673
H1 -3.6731 1.3373 -1.7283
H2 -5.3566 0.8159 -1.7919
H3 -2.8897 -0.6495 -2.2617
C4 1.2094 3.2382 2.1421
C5 1.9596 1.9535 2.1024
O4 3.2291 2.3736 1.6413
C6 3.1592 3.5717 1.0793
O5 4.0795 4.2039 0.5994
O6 2.0088 4.1457 1.3988
F2 1.4652 1.0842 1.2152
H4 1.1186 3.6569 3.1443
H5 0.1770 3.1337 1.8084
H6 1.9497 1.3533 3.0122
C7 3.3962 -0.7589 -0.3361
C8 4.7012 -0.9673 -1.1891
O7 5.6070 -1.3230 -0.1938
C9 4.9560 -1.9179 0.8432
O8 5.5218 -2.6226 1.7309
O9 3.6287 -1.5885 0.8149
F3 5.0803 0.1778 -1.6930
H7 2.5592 -1.1574 -0.9094
H8 3.1726 0.2822 -0.1031
H9 4.5760 -1.7505 -1.9368
C10 0.3360 -5.0554 -3.0729
C11 0.6539 -5.8662 -1.8146
O10 -0.1588 -7.0197 -1.9866
C12 -1.1860 -6.7650 -2.7498
O11 -2.1730 -7.4966 -2.9503
O12 -0.9970 -5.5891 -3.3252
F4 0.3103 -5.0913 -0.7569
H10 1.0981 -5.3386 -3.7989
H11 0.2723 -3.9750 -2.9428
H12 1.7420 -5.8903 -1.8743
C13 -2.0288 0.5651 4.9829
C14 -0.4961 0.8896 5.1477
O13 -0.4485 2.2891 5.1350
C15 -1.5684 2.6998 5.7338
O14 -1.8905 3.8405 5.9432
O15 -2.5534 1.7764 5.6478
F5 0.0611 0.3990 3.9809
H13 -2.2347 -0.3597 5.5218
H14 -2.4090 0.5295 3.9620
H15 0.0797 0.4997 5.9871
C16 0.4053 3.2874 -1.8585
C17 -1.0343 2.9137 -1.4910
O16 -1.4132 3.9599 -0.6697
C18 -0.7643 5.1362 -1.1066
O17 -0.9489 6.2875 -0.7251
O18 0.1993 4.6539 -2.0423
F6 -1.0771 1.8082 -0.7177
H16 0.8304 2.6218 -2.6098
H17 0.9524 3.0929 -0.9361
H18 -1.6980 2.8361 -2.3521
C19 -0.3721 -1.5263 0.1226
Br1 -1.4148 -0.6350 1.5108
Br2 -1.4941 -2.3861 -1.2506
Br3 0.8473 -2.8251 0.9943
H19 0.1223 -0.6587 -0.3143

=====

Molecular formula: C19H19BrN6O2PRu
Method: DFT, ωB97M-V/def2-TZVPD

## Properties
Orbital gap (alpha / beta)   7.4 / 4.7 eV
⟨S²⟩   6.0417
Highest occupied orbital energy (alpha / beta)   -17.602 / -17.587 eV
Total charge   +3
Maximum force   0.62 eV/A
LUMO (alpha / beta)   -10.18 / -12.88 eV
2S+1   5

Cartesian coordinates (Å):
Ru1 0.7091 -0.6738 0.4046
C1 -3.7282 -1.2008 -2.7447
N1 -2.7469 -1.5221 -1.6906
C2 -2.8112 -2.6227 -0.8733
C3 -1.7314 -2.5722 -0.0511
N2 -1.0115 -1.4400 -0.3671
C4 -1.6525 -0.8206 -1.3737
P1 -1.0854 0.7135 -2.2018
C5 0.6395 0.1623 -2.4416
N3 1.3859 -0.4490 -1.5120
C6 2.6084 -0.7316 -2.0672
C7 2.5897 -0.2831 -3.3520
N4 1.3548 0.2695 -3.5714
C8 0.9195 0.8707 -4.8443
C9 -0.8426 1.7035 -0.6916
N5 -0.2539 1.2835 0.4313
C10 -0.2807 2.3268 1.3158
C11 -0.8946 3.3855 0.7154
N6 -1.2443 2.9810 -0.5421
C12 -1.9348 3.8203 -1.5346
H1 -4.4883 -1.9753 -2.7346
H2 -3.2333 -1.1917 -3.7119
H3 -4.1885 -0.2398 -2.5325
H4 -3.6081 -3.3424 -0.9535
H5 -1.4240 -3.2701 0.7086
H6 3.4021 -1.2071 -1.5175
H7 3.3424 -0.3048 -4.1219
H8 1.7515 0.8083 -5.5384
H9 0.6629 1.9149 -4.6870
H10 0.0741 0.3167 -5.2434
H11 0.1401 2.2697 2.3048
H12 -1.1081 4.3805 1.0677
H13 -2.1011 4.7942 -1.0850
H14 -2.8925 3.3771 -1.7942
H15 -1.3103 3.9386 -2.4161
Br1 0.2436 -2.8313 7.0762
C13 0.9971 -1.9816 5.6817
C14 2.2632 -1.3464 5.8392
C15 2.8268 -0.7043 4.7714
C16 2.1665 -0.6865 3.5283
C17 0.9157 -1.3101 3.3784
C18 0.3112 -1.9527 4.4198
C19 2.8538 0.0403 2.4057
O1 3.8058 0.7266 2.5940
O2 2.3238 -0.1099 1.1645
H16 2.7534 -1.3838 6.8035
H17 3.7833 -0.2028 4.8489
H18 0.4008 -1.2922 2.4021
H19 -0.6527 -2.4347 4.3331

=====

Molecular formula: C19H19ClFN3O7RhS2
Method: DFT, ωB97M-V/def2-TZVPD

## Properties
Orbital gap (alpha / beta)   7.8 / 7.7 eV
⟨S²⟩   0.7547
Highest occupied orbital energy (alpha / beta)   -8.068 / -8.342 eV
Energy above the lowest of the compared OMol25 structures with the same formula, charge and spin   3.493 eV
Total charge   0
Maximum force   0.38 eV/A
LUMO (alpha / beta)   -0.24 / -0.69 eV
2S+1   2

Cartesian coordinates (Å):
Rh1 -1.8641 -0.4017 -0.4954
C1 4.1711 -4.5268 0.7708
C2 4.5494 -3.1860 0.1606
C3 5.6131 -2.4914 0.9964
C4 6.0349 -1.1880 0.3434
C5 4.8336 -0.3183 0.0986
C6 4.9494 1.0509 0.0375
C7 3.8269 1.8442 -0.1805
F1 3.9986 3.1773 -0.2229
C8 2.5823 1.3110 -0.3390
C9 2.4434 -0.0833 -0.2841
C10 1.1064 -0.6537 -0.4556
O1 0.1605 0.1345 -0.6798
C11 1.0042 -2.0662 -0.3522
C12 2.1500 -2.7851 -0.1422
N1 3.3798 -2.2805 0.0135
C13 3.5585 -0.8982 -0.0591
C14 -0.2514 -2.9151 -0.5009
O2 -0.0970 -4.1260 -0.5534
O3 -1.4075 -2.3497 -0.5368
H1 5.0888 -5.0728 0.9876
H2 3.5738 -5.1484 0.1072
H3 3.6258 -4.3893 1.7059
H4 4.9536 -3.3508 -0.8444
H5 6.4646 -3.1645 1.0980
H6 5.2157 -2.3074 1.9990
H7 6.5311 -1.4048 -0.6082
H8 6.7574 -0.6536 0.9606
H9 5.9134 1.5266 0.1679
H10 1.7067 1.9285 -0.4898
H11 2.0371 -3.8576 -0.1094
O4 -2.4167 1.6568 -0.7874
Cl1 -2.1067 2.7063 0.2285
O5 -2.9815 3.8038 -0.0740
O6 -2.4022 2.1601 1.5256
O7 -0.7392 3.0755 0.1196
S1 -3.9633 -1.4290 1.4184
C15 -3.6566 -0.7621 -0.0205
C16 -5.5497 2.7322 -2.3343
N2 -5.7320 2.4271 -0.9316
C17 -6.0440 3.4814 0.0415
C18 -5.7118 2.8225 1.3922
N3 -5.4821 1.4318 1.0009
C19 -5.4003 1.3053 -0.3088
S2 -4.9609 -0.1400 -1.1543
H12 -6.5107 2.8426 -2.8381
H13 -4.9790 1.9374 -2.8069
H14 -4.9842 3.6602 -2.4142
H15 -7.0925 3.7727 -0.0414
H16 -5.4093 4.3415 -0.1575
H17 -6.5392 2.8844 2.0958
H18 -4.8091 3.2350 1.8406
H19 -5.1393 0.7009 1.6127

=====

Molecular formula: C19H19ClN2O4S
Method: DFT, ωB97M-V/def2-TZVPD

## Properties
Orbital gap   7.8 eV
Highest occupied orbital energy   -7.307 eV
Energy above the lowest of the compared OMol25 structures with the same formula, charge and spin   6.490 eV
SMILES   COc1cc(Cn2cc(O)n(-c3ccccc3Cl)c2=S)cc(OC)c1OC
Total charge   0
Maximum force   5.65 eV/A
LUMO   0.49 eV
2S+1   1

Cartesian coordinates (Å):
S1 -1.8153 -2.2609 2.1059
Cl1 2.3653 -1.0571 1.2415
O1 1.0801 1.8947 2.4960
O2 0.3343 -1.5998 -2.9678
O3 -1.2637 2.9082 -3.3068
O4 0.5959 1.2088 -3.8655
C1 -1.3315 -0.6938 1.9370
C2 -0.0213 1.1263 2.1835
C3 -1.0766 1.4514 1.3619
C4 2.5113 -2.4433 4.9087
C5 1.4469 -1.9937 5.4999
C6 2.7995 -2.2894 3.5917
C7 0.4983 -1.3205 4.7206
C8 -1.2663 -0.6917 -1.4587
C9 -2.3190 1.4549 -1.7645
C10 1.9549 -1.6234 2.8405
C11 -0.4425 -0.5184 -2.5517
C12 -1.4181 1.6816 -2.8181
C13 -0.4121 0.7822 -3.0554
C14 0.7174 -1.0277 3.3593
C15 -2.1526 0.2946 -0.9880
N1 -0.2047 -0.1766 2.5836
N2 -1.8940 0.3213 1.1799
C16 1.1619 -2.0969 -1.9832
C17 -1.7288 3.1052 -4.6867
C18 1.9682 1.2063 -3.3973
C19 -2.9560 0.1776 0.2497
H1 1.7361 1.2615 2.7368
H2 -1.0538 2.5163 0.9012
H3 3.1263 -3.0370 5.5834
H4 1.2505 -2.1368 6.5355
H5 3.8515 -2.5865 3.3758
H6 -0.4148 -1.0149 5.2544
H7 -1.2026 -1.6022 -0.8150
H8 -2.7970 2.2958 -1.3763
H9 1.7921 -1.2244 -1.6463
H10 0.6561 -2.5286 -1.1076
H11 1.8132 -2.7928 -2.5924
H12 -1.1035 3.6624 -5.3383
H13 -2.6407 3.6196 -4.6429
H14 -1.9203 2.1369 -5.1269
H15 2.4523 0.4135 -3.9294
H16 1.9384 1.0267 -2.2954
H17 2.6380 2.0430 -3.6179
H18 -3.5425 -0.7948 0.1007
H19 -3.7108 0.9223 0.5846

=====

- The lowest total charge belongs to which entry?
  C19H19Br3F6O18